(1)
The following is a quantum chemistry calculation of 9 unconnected molecules or ions with the total composition C12H38Cl2F6N5O6 at a distorted geometry, from the OMol25 dataset.

Computed properties:
Electronic energy = -74108.4516 eV
Orbital gap = 0.1058 hartree
Energy above the lowest of the compared OMol25 structures with the same formula, charge and spin = 246.7 kcal per mole
Total charge = +3
2S+1 = 1
E_LUMO = -0.294 Eh
HOMO level = -10.87 eV

Structure (XYZ):
```
69
Properties=species:S:1:pos:R:3:forces:R:3:mulliken_charge:R:1
N 4.527210 -1.042358 8.254279 -1.29 -1.19 0.04 -0.58
H 3.823979 -1.520865 8.798886 -0.34 0.23 1.36 0.40
H 5.427016 -1.361325 8.583981 0.72 0.24 -0.08 0.38
H 4.353558 -0.047401 8.257053 0.31 0.53 0.01 0.38
H 4.243679 -1.474613 7.386600 0.80 0.28 -1.38 0.36
N 2.052071 -7.141844 4.531825 0.22 0.72 0.35 -0.59
H 1.934645 -7.609403 3.644299 0.02 -0.32 -0.46 0.38
H 1.175452 -7.050638 5.025085 -0.47 -0.31 0.22 0.40
H 2.381088 -6.197117 4.392794 0.14 0.83 -0.65 0.38
H 2.760716 -7.565661 5.113457 0.18 -0.77 0.24 0.39
N -4.895907 -4.918901 4.295561 1.98 1.10 -0.14 -0.67
H -5.377139 -5.584210 3.707441 -0.75 -0.46 0.30 0.36
H -4.300098 -4.374044 3.688732 0.05 0.77 -1.13 0.37
H -4.140163 -5.271772 4.865145 -0.11 -1.27 0.70 0.43
H -5.373516 -4.231274 4.860505 -1.18 -0.11 0.09 0.41
N -3.472514 2.441245 2.862039 0.84 0.69 0.19 -0.60
H -3.456512 3.166672 2.159463 -0.54 0.01 -1.08 0.37
H -4.297623 2.545304 3.435164 -0.37 -0.10 0.29 0.39
H -2.630461 2.677563 3.367213 0.37 -0.09 0.91 0.39
H -3.330018 1.503369 2.515382 -0.23 -0.54 -0.63 0.38
N -0.984729 -0.940657 6.498450 0.27 -0.07 -0.73 -1.73
H -0.704528 -1.245873 5.577341 -0.09 -0.60 -1.42 0.61
H -1.986367 -1.007206 6.609835 -0.66 -0.12 0.05 0.58
H -0.683357 0.023322 6.501560 0.31 0.69 0.70 0.47
H -0.488907 -1.571336 7.112047 0.34 -0.05 0.90 0.58
O 1.981967 -2.378819 2.938758 -1.21 0.54 -2.51 -0.70
C 1.584288 -1.891155 1.641632 1.31 -0.25 2.16 -0.48
C 0.181728 -2.298501 0.961644 -2.60 0.64 2.39 -0.26
O -0.999346 -1.933654 1.696497 1.82 -0.22 -0.87 -0.72
H 2.330497 -2.075373 0.868774 0.23 -1.53 -0.35 0.26
H 1.745283 -0.815573 1.568727 -1.13 0.82 0.69 0.23
H 0.120578 -3.379796 0.838555 0.59 -0.36 -0.02 0.20
H 0.138645 -1.822696 -0.018084 0.41 0.27 -0.17 0.21
C 5.375790 3.816798 -2.556434 -0.07 1.22 0.51 -1.00
C 6.480281 4.567870 -3.379655 -0.56 -1.60 -0.08 -0.31
O 6.293403 5.961624 -3.325676 -0.43 2.64 -0.80 -0.29
C 5.585131 6.594568 -4.319976 -1.92 -4.72 -1.43 0.38
O 4.871668 5.944340 -5.123224 2.50 2.87 2.60 -0.53
C 5.743581 8.125097 -4.332346 -0.73 -0.80 -1.72 0.82
F 6.100473 8.465487 -5.612178 -0.45 0.00 1.35 -0.24
F 4.575871 8.696960 -4.014546 0.21 0.03 -0.30 -0.24
F 6.648757 8.518671 -3.501353 1.05 0.69 0.77 -0.22
H 5.041195 2.815492 -2.827605 0.56 0.09 -0.36 0.30
H 4.476480 4.427880 -2.479504 -0.19 0.15 -0.85 0.31
H 5.614437 3.844059 -1.493236 0.66 -0.47 0.04 0.32
H 6.563363 4.273168 -4.425764 -0.49 -0.20 0.01 0.36
H 7.473347 4.391692 -2.966293 -0.14 0.10 0.26 0.33
C -5.243798 -0.782451 -3.775112 -0.23 0.36 -1.77 -1.11
C -5.580879 0.490416 -3.032960 -0.42 -1.88 2.67 -0.11
O -6.388522 1.441078 -3.654002 -2.47 3.10 0.01 -0.23
C -7.127356 2.331996 -2.817667 3.08 -1.61 3.55 0.39
O -6.989994 2.383421 -1.568387 -0.54 -0.37 -4.55 -0.55
C -8.081833 3.321930 -3.505367 -0.33 -0.47 -2.63 0.81
F -7.901324 4.590086 -3.148272 -0.06 -0.76 0.49 -0.21
F -7.933403 3.275438 -4.860904 0.20 -0.01 0.99 -0.23
F -9.336886 2.915831 -3.272862 0.33 0.41 0.53 -0.23
H -6.104363 -1.449738 -3.822333 -0.07 0.10 -0.02 0.29
H -4.441968 -1.336753 -3.287356 0.07 0.33 0.05 0.33
H -4.976211 -0.557271 -4.807486 0.34 -0.23 -0.06 0.32
H -4.704074 0.906069 -2.536411 -0.07 0.41 -0.24 0.29
H -6.226898 0.031386 -2.284613 0.21 0.61 1.00 0.24
Cl 2.944381 -4.642674 -6.589267 0.49 -0.24 0.04 -0.16
C 2.406383 -3.555173 -5.320842 -0.83 1.38 -0.15 -0.44
C 1.865331 -2.188125 -5.941290 -0.06 -1.55 1.12 -0.41
Cl 0.593765 -2.548948 -7.136712 0.02 0.17 0.00 -0.16
H 3.143949 -3.391969 -4.535056 0.58 0.26 -0.56 0.32
H 1.627747 -4.069128 -4.757223 -0.44 0.15 -0.45 0.28
H 2.607202 -1.539907 -6.407713 0.08 -0.38 0.10 0.32
H 1.363759 -1.674625 -5.121019 0.16 0.22 -0.09 0.24
```
Positions in Å, forces in eV/Å.

=====

(2)
The following is a quantum chemistry calculation of 6 unconnected molecules or ions with the total composition C12H38N2O6 at a distorted geometry, from the OMol25 dataset.

Computed properties:
SMILES = COC[C@H](C)N.COC[C@H](C)N.CO.CO.CO.CO
Electronic energy = -28321.4295 eV
Orbital gap = 0.3725 hartree
Energy above the lowest of the compared OMol25 structures with the same formula, charge and spin = 73.1 kcal per mole
2S+1 = 1
E_LUMO = 0.022 Eh
HOMO level = -9.54 eV

Structure (XYZ):
```
58
Properties=species:S:1:pos:R:3:forces:R:3:mulliken_charge:R:1
C -0.819260 -1.048351 -3.542954 -0.44 0.07 -0.89 -0.39
O -1.844542 -1.542411 -4.410453 0.28 0.03 0.45 -0.54
H -1.195532 -0.179636 -3.002712 0.23 0.18 0.15 0.20
H -0.486806 -1.803282 -2.830448 0.12 -0.10 -0.01 0.09
H -0.011459 -0.768115 -4.218985 0.19 0.11 0.36 0.29
H -2.461255 -1.963290 -3.807024 -0.30 -0.31 -0.06 0.37
C -4.097063 1.221353 0.810346 0.25 0.41 0.21 -0.62
O -2.959769 1.445758 1.633972 -0.52 -0.44 0.29 -0.54
H -4.578336 0.251543 0.936614 0.23 -0.32 0.32 0.23
H -4.828298 1.971163 1.112316 -0.14 0.06 -0.38 0.25
H -3.834055 1.300364 -0.244497 -0.12 0.27 -0.09 0.26
H -2.166803 1.347107 1.101936 0.20 0.25 -0.33 0.41
C -2.322961 -3.557466 -0.978606 1.29 -0.47 0.28 -0.66
O -2.873069 -3.254806 -2.247155 -0.69 0.10 0.42 -0.49
H -1.358407 -4.020673 -1.186386 0.07 -0.19 0.16 0.27
H -2.090139 -2.713438 -0.329376 -0.36 0.47 -0.24 0.15
H -2.907958 -4.261107 -0.386353 -0.22 -0.06 -0.22 0.43
H -3.810520 -3.441345 -2.157783 -0.14 0.19 -0.37 0.29
C -0.377041 0.070569 0.115202 0.58 0.57 0.00 -0.43
O -0.874793 1.330496 -0.230119 -1.45 0.50 -0.52 -0.53
H 0.547447 0.338690 0.626603 0.27 -1.09 0.47 0.36
H -1.113793 -0.401491 0.765180 0.34 -0.43 -0.04 0.21
H -0.154654 -0.478458 -0.799791 -0.05 -0.55 0.20 0.08
H -0.100713 1.866737 -0.416757 0.45 0.81 0.00 0.34
C 2.079243 -2.313748 1.319528 0.57 -0.40 -1.54 -1.27
C 1.605075 -2.496882 2.716230 0.05 0.33 0.04 0.58
C 0.400796 -3.441119 3.000837 1.06 1.03 -0.49 -0.81
O -0.838127 -2.966715 2.458805 1.92 -0.06 -0.10 -0.17
C -1.676414 -4.049387 2.523060 -2.41 -0.49 0.61 -0.93
N 2.802778 -2.892435 3.491908 -1.39 0.46 0.23 -0.75
H 1.288447 -2.008906 0.634106 0.03 -0.35 -0.10 0.15
H 2.658554 -3.164333 0.960361 -0.59 -0.65 -0.32 0.41
H 2.876552 -1.574597 1.241676 -0.29 0.56 0.51 0.35
H 1.309773 -1.469135 2.927509 -0.19 -0.04 1.07 0.17
H 0.327649 -3.576423 4.079933 -0.28 0.39 0.39 0.33
H 0.620824 -4.456936 2.672510 0.08 -0.14 -0.65 0.39
H -1.702311 -4.420363 3.547656 0.13 -0.50 0.17 0.40
H -1.495573 -4.870957 1.829939 0.55 -0.03 -0.14 0.34
H -2.709365 -3.741855 2.360174 -0.02 0.33 -0.29 0.25
H 2.419802 -3.046800 4.413642 0.57 -0.18 0.60 0.30
H 3.082134 -3.798599 3.144164 0.21 -0.27 -0.02 0.28
C -0.216581 4.781686 -0.595351 0.48 1.20 -0.10 -1.30
C 0.938262 4.121421 -1.346125 0.04 1.52 -1.13 0.38
C 2.223060 4.942696 -1.811451 -1.61 0.81 0.32 -0.83
O 3.243329 4.200141 -2.444047 1.61 -0.93 0.97 -0.37
C 4.427375 3.934659 -1.580130 -0.95 -0.12 0.01 -0.71
N 1.383120 3.109178 -0.492059 0.97 -2.37 0.86 -0.54
H 0.130460 5.368261 0.255283 0.14 0.06 0.17 0.37
H -0.852743 3.993905 -0.191874 -0.10 0.07 -0.24 0.25
H -0.783007 5.465705 -1.227318 -0.13 -0.11 0.00 0.39
H 0.417724 3.728872 -2.219651 0.56 -0.48 -0.36 0.23
H 2.660212 5.466891 -0.961617 -0.19 0.10 0.35 0.35
H 1.849530 5.705345 -2.494770 0.32 0.12 -0.31 0.38
H 4.150570 3.433086 -0.652819 -0.40 0.06 0.11 0.29
H 4.994238 4.812574 -1.270253 -0.38 0.50 -0.37 0.31
H 5.158406 3.249656 -2.009623 -0.49 0.11 -0.85 0.30
H 1.747200 3.564187 0.332865 -0.07 -0.09 0.51 0.29
H 2.198789 2.701015 -0.925867 0.16 -0.52 -0.02 0.18
```
Positions in Å, forces in eV/Å.

=====

(3)
The following is a quantum chemistry calculation of 7 unconnected molecules or ions with the total composition C12H38O7 at a distorted geometry, from the OMol25 dataset.

Computed properties:
SMILES = CC(C)O.CC(C)O.CC(C)O.CC(C)O.O.O.O
Electronic energy = -27393.1399 eV
Orbital gap = 0.3628 hartree
Energy above the lowest of the compared OMol25 structures with the same formula, charge and spin = 1.3 kcal per mole
2S+1 = 1
E_LUMO = 0.011 Eh
HOMO level = -9.58 eV

Structure (XYZ):
```
57
Properties=species:S:1:pos:R:3:forces:R:3:mulliken_charge:R:1
O 6.472576 -0.809892 3.467540 -0.01 -0.19 0.20 -0.76
H 5.672977 -1.311963 3.666173 0.10 0.01 -0.04 0.34
H 7.198896 -1.450436 3.576482 -0.05 0.07 -0.15 0.43
O 8.980346 -2.317607 3.173611 0.36 0.40 0.02 -0.26
H 9.391281 -2.136575 2.303556 -0.30 -0.11 0.27 0.23
H 9.504626 -1.791185 3.816273 -0.20 -0.38 -0.17 0.22
O 7.059612 -0.889748 0.694829 -0.03 -0.04 0.10 -0.69
H 6.752535 -0.832556 1.623680 0.13 0.03 -0.36 0.45
H 8.008561 -1.051331 0.764849 -0.11 0.11 0.15 0.26
C 9.546923 -5.007279 0.900886 0.25 -0.74 -1.09 -0.91
C 8.206993 -4.962276 0.189526 -0.28 0.38 0.41 0.99
C 8.291580 -5.208967 -1.313253 1.32 0.28 0.21 -1.55
O 7.348795 -5.936110 0.791834 0.13 0.15 -0.26 -0.56
H 10.180240 -4.201060 0.523840 -0.14 0.28 0.37 -0.03
H 10.078331 -5.912121 0.582210 -0.08 -0.17 0.43 0.51
H 9.407692 -4.978820 1.977165 0.14 0.08 0.03 0.09
H 7.829164 -3.955171 0.424245 -0.38 -0.07 -0.37 -0.02
H 8.593927 -6.244366 -1.484631 -0.47 -0.15 0.00 0.41
H 9.150925 -4.655960 -1.713949 -0.23 0.29 -0.06 0.31
H 7.410889 -4.920123 -1.881410 -0.16 -0.17 0.10 0.43
H 6.550227 -5.938391 0.253076 -0.10 -0.12 0.23 0.34
C 9.810975 0.118984 -1.122706 -1.28 -0.64 -0.99 -1.08
C 10.114957 -1.311538 -0.671082 1.35 0.38 1.12 0.31
C 11.507737 -1.774377 -1.105690 -0.25 0.36 0.33 -1.51
O 10.061439 -1.281231 0.786237 0.04 -0.41 -0.01 -0.47
H 10.100811 0.885636 -0.408040 0.44 -0.19 0.09 0.26
H 8.725826 0.218544 -1.212192 0.02 0.13 0.02 0.36
H 10.223188 0.331253 -2.112043 0.12 0.04 0.14 0.39
H 9.408113 -2.107830 -0.909966 -0.35 0.51 -0.35 0.22
H 11.790322 -2.693222 -0.591902 -0.14 -0.17 -0.26 0.36
H 12.251418 -1.026086 -0.813568 -0.03 0.09 -0.17 0.40
H 11.517974 -1.881953 -2.189795 0.20 -0.17 0.02 0.39
H 10.728990 -0.657210 1.093319 -0.06 0.05 -0.03 0.23
C 5.630456 -5.224895 5.404641 -0.88 0.10 -0.38 -1.63
C 6.765514 -4.242017 5.154933 -0.07 -0.83 0.44 0.94
C 8.085503 -4.615111 5.830633 0.21 0.15 -0.13 -0.92
O 6.934904 -4.218911 3.751574 0.19 0.50 0.05 -0.50
H 5.783353 -6.202082 4.944566 0.45 -0.06 0.28 0.34
H 4.739685 -4.854615 4.883967 0.11 0.18 -0.05 0.39
H 5.300785 -5.312416 6.441404 0.47 -0.09 0.11 0.39
H 6.410239 -3.287040 5.573137 0.25 0.22 -0.28 0.16
H 8.464045 -5.574123 5.470462 -0.29 -0.16 0.11 0.30
H 8.019267 -4.616337 6.919880 -0.11 -0.12 -0.01 0.43
H 8.866885 -3.898600 5.558531 -0.13 0.20 0.03 -0.09
H 7.761833 -3.739808 3.564028 -0.24 -0.02 -0.14 0.07
C 11.740609 -2.412290 6.849534 -0.14 0.25 0.53 -1.25
C 11.790423 -1.792746 5.469535 0.65 -0.31 -0.19 0.50
C 12.084760 -2.805465 4.346305 -0.21 0.66 1.02 -1.02
O 10.522025 -1.195954 5.178952 0.07 0.29 -0.16 -0.49
H 12.590141 -3.062497 7.061486 -0.15 -0.21 -0.20 0.35
H 10.778696 -2.911778 6.974560 0.20 -0.41 -0.07 0.21
H 11.763866 -1.654301 7.639738 0.00 0.16 -0.18 0.36
H 12.578828 -1.030186 5.455881 -0.14 0.11 -0.11 0.37
H 13.086329 -3.214096 4.468968 0.00 -0.04 0.03 0.47
H 12.036031 -2.270370 3.400402 -0.16 -0.30 -0.19 0.14
H 11.348775 -3.602670 4.439172 0.00 -0.09 -0.46 0.15
H 10.422517 -0.383731 5.685511 -0.06 -0.06 0.02 0.24
```
Positions in Å, forces in eV/Å.

=====

- Among the records above, which one has the highest HOMO level?
  C12H38N2O6

=====

- Among the records above, which one has the lowest HOMO level?
  C12H38Cl2F6N5O6